Record 1
Computed, not measured: a cluster of 8 separate species, C24H64O8 in total at a distorted geometry, with ωB97M-V/def2-TZVPD.

Properties
Highest occupied orbital energy   -0.3610 hartree
Kohn-Sham gap   0.382 Eh
Total energy   -42303.3271 eV
Relative energy (zero: lowest compared OMol25 entry of this formula, charge and spin)   311.78 kJ/mol
LUMO energy   0.56 eV

Last column: Löwdin charge in e.
Cartesian coordinates (Å):
C (-0.444, -3.472, -3.415)  -0.042
C (-1.940, -3.450, -2.961)  -0.421
C (-2.888, -3.721, -4.176)  -0.042
O (-2.142, -4.456, -1.897)  -0.080
H (0.397, -3.300, -2.721)  0.074
H (-0.537, -2.675, -4.153)  0.066
H (-0.303, -4.393, -3.970)  0.073
H (-2.179, -2.494, -2.453)  0.117
H (-2.662, -3.078, -4.975)  0.055
H (-3.907, -3.694, -3.810)  0.073
H (-2.715, -4.714, -4.524)  0.070
H (-3.039, -4.316, -1.562)  0.039
C (-3.349, -3.764, 1.660)  -0.017
C (-4.268, -3.089, 0.561)  -0.447
C (-5.629, -2.760, 1.175)  -0.045
O (-3.471, -2.003, 0.095)  -0.088
H (-3.750, -4.712, 1.995)  0.081
H (-3.408, -3.031, 2.413)  0.051
H (-2.395, -3.942, 1.270)  0.057
H (-4.400, -3.754, -0.329)  0.125
H (-6.005, -3.629, 1.643)  0.064
H (-6.406, -2.365, 0.532)  0.079
H (-5.505, -2.118, 2.020)  0.072
H (-4.021, -1.617, -0.630)  0.100
C (-3.083, 2.773, -1.835)  -0.072
C (-3.283, 1.352, -2.289)  -0.419
C (-2.351, 0.966, -3.533)  -0.032
O (-3.095, 0.324, -1.233)  -0.119
H (-2.087, 3.031, -1.814)  0.037
H (-3.665, 3.000, -0.900)  0.104
H (-3.510, 3.439, -2.612)  0.091
H (-4.384, 1.218, -2.612)  0.149
H (-2.395, -0.108, -3.741)  0.064
H (-1.337, 1.221, -3.193)  0.059
H (-2.536, 1.667, -4.345)  0.071
H (-2.307, 0.660, -0.721)  0.060
C (0.654, 6.173, -2.036)  -0.085
C (1.743, 6.915, -1.384)  -0.526
C (1.945, 6.503, 0.082)  -0.047
O (3.015, 6.764, -2.031)  -0.058
H (0.943, 5.118, -2.143)  0.079
H (0.274, 6.460, -3.046)  0.090
H (-0.258, 6.171, -1.430)  0.078
H (1.521, 7.982, -1.301)  0.129
H (2.346, 5.462, 0.106)  0.091
H (0.974, 6.614, 0.626)  0.094
H (2.606, 7.263, 0.427)  0.063
H (3.047, 6.939, -2.983)  0.093
C (4.466, 2.414, 2.411)  -0.049
C (3.507, 1.235, 2.836)  -0.439
C (3.868, 0.513, 4.118)  -0.073
O (2.221, 1.906, 3.114)  -0.089
H (4.488, 3.167, 3.281)  0.101
H (3.939, 2.934, 1.577)  0.067
H (5.477, 2.049, 2.174)  0.071
H (3.254, 0.635, 1.955)  0.116
H (4.876, 0.062, 4.050)  0.081
H (3.052, -0.196, 4.355)  0.085
H (3.939, 1.195, 4.959)  0.076
H (1.536, 1.443, 2.642)  0.030
C (2.110, -0.650, -2.417)  -0.057
C (2.328, 0.209, -1.201)  -0.455
C (1.951, 1.738, -1.447)  -0.033
O (1.670, -0.265, -0.028)  -0.086
H (1.067, -0.777, -2.699)  0.065
H (2.470, -1.656, -2.202)  0.076
H (2.635, -0.303, -3.327)  0.093
H (3.367, 0.301, -0.886)  0.128
H (0.900, 1.783, -1.811)  0.071
H (2.625, 2.134, -2.165)  0.057
H (2.036, 2.331, -0.547)  0.057
H (0.759, -0.544, -0.223)  0.061
C (2.084, -3.305, 1.923)  -0.068
C (3.504, -3.833, 2.194)  -0.472
C (4.288, -2.992, 3.240)  -0.032
O (3.352, -5.230, 2.532)  -0.060
H (1.571, -3.308, 2.929)  0.087
H (1.471, -4.039, 1.330)  0.094
H (2.104, -2.316, 1.473)  0.053
H (3.979, -3.900, 1.195)  0.138
H (3.711, -3.288, 4.149)  0.099
H (4.414, -2.030, 2.942)  0.014
H (5.297, -3.449, 3.305)  0.088
H (2.755, -5.341, 3.241)  0.051
C (-1.676, 1.640, 1.936)  -0.037
C (-0.880, 0.341, 1.672)  -0.395
C (-1.369, -0.724, 2.641)  -0.045
O (-1.039, -0.134, 0.281)  -0.093
H (-1.645, 2.356, 1.125)  0.064
H (-1.307, 2.190, 2.801)  0.083
H (-2.756, 1.436, 2.019)  0.089
H (0.185, 0.507, 1.735)  0.095
H (-1.195, -0.425, 3.730)  0.118
H (-0.947, -1.708, 2.384)  0.084
H (-2.425, -0.811, 2.584)  0.049
H (-1.834, -0.655, 0.277)  0.039

=====

Record 2
Computed, not measured: a cluster of 7 separate species, C24H65N3O7 in total at a distorted geometry, with ωB97M-V/def2-TZVPD.

Properties
Highest occupied orbital energy   -0.3261 hartree
Kohn-Sham gap   0.343 Eh
Total energy   -44741.7193 eV
Relative energy (zero: lowest compared OMol25 entry of this formula, charge and spin)   128.35 kJ/mol
LUMO energy   0.45 eV

Last column: Löwdin charge in e.
Cartesian coordinates (Å):
C (-3.738, 3.272, 19.675)  -0.078
C (-2.318, 2.992, 20.162)  -0.437
C (-2.281, 1.517, 20.669)  -0.178
O (-0.900, 1.255, 21.024)  -0.218
C (-0.737, -0.127, 20.999)  -0.152
N (-1.374, 3.246, 19.099)  0.056
H (-4.071, 2.539, 18.929)  0.079
H (-3.841, 4.287, 19.298)  0.073
H (-4.445, 3.206, 20.526)  0.082
H (-2.111, 3.655, 21.005)  0.132
H (-2.630, 0.805, 19.826)  0.148
H (-2.890, 1.373, 21.537)  0.110
H (0.228, -0.375, 21.470)  0.085
H (-0.782, -0.566, 19.967)  0.097
H (-1.473, -0.677, 21.623)  0.092
H (-1.544, 2.860, 18.183)  0.058
H (-0.427, 2.981, 19.353)  0.035
C (6.295, 4.054, 22.786)  -0.052
C (7.514, 4.092, 21.839)  -0.394
C (7.343, 3.135, 20.707)  -0.223
O (7.325, 1.810, 21.199)  -0.180
C (6.827, 0.849, 20.363)  -0.136
N (7.578, 5.523, 21.348)  0.021
H (6.067, 3.007, 23.007)  0.076
H (5.433, 4.498, 22.300)  0.066
H (6.521, 4.640, 23.653)  0.069
H (8.454, 3.925, 22.364)  0.141
H (8.045, 3.193, 19.880)  0.128
H (6.408, 3.294, 20.236)  0.100
H (7.531, 0.621, 19.554)  0.092
H (5.888, 1.209, 19.898)  0.079
H (6.606, -0.125, 20.865)  0.076
H (8.403, 5.695, 20.794)  0.053
H (6.799, 5.612, 20.648)  0.083
C (0.439, -0.247, 16.090)  -0.070
C (0.285, 1.235, 15.814)  -0.412
C (1.203, 1.584, 14.592)  -0.220
O (1.451, 2.971, 14.655)  -0.186
C (2.502, 3.350, 13.748)  -0.082
N (-1.127, 1.658, 15.567)  0.040
H (-0.348, -0.581, 16.768)  0.075
H (1.483, -0.510, 16.281)  0.077
H (0.215, -0.776, 15.137)  0.086
H (0.520, 1.856, 16.680)  0.126
H (0.795, 1.319, 13.629)  0.125
H (2.128, 1.040, 14.732)  0.110
H (2.083, 3.988, 12.982)  0.082
H (2.991, 2.535, 13.225)  0.085
H (3.187, 3.906, 14.318)  0.068
H (-1.503, 1.066, 14.873)  0.043
H (-1.015, 2.582, 15.149)  0.071
C (5.430, -2.154, 19.076)  -0.036
C (6.402, -2.930, 18.129)  -0.507
C (7.721, -3.348, 18.734)  -0.054
O (5.790, -4.094, 17.636)  -0.047
H (5.094, -1.263, 18.509)  0.076
H (5.846, -1.873, 20.041)  0.031
H (4.579, -2.843, 19.275)  0.092
H (6.615, -2.268, 17.271)  0.127
H (7.477, -3.982, 19.613)  0.096
H (8.415, -2.548, 19.007)  0.083
H (8.125, -4.007, 18.003)  0.063
H (4.851, -3.950, 17.547)  0.077
C (3.095, 0.824, 20.135)  -0.050
C (3.038, 2.023, 21.109)  -0.433
C (1.958, 2.996, 20.690)  -0.039
O (2.691, 1.391, 22.368)  -0.085
H (3.517, 1.005, 19.095)  0.095
H (2.104, 0.399, 20.137)  0.061
H (3.808, 0.057, 20.507)  0.061
H (4.020, 2.532, 21.230)  0.125
H (1.852, 3.729, 21.483)  0.064
H (1.042, 2.450, 20.423)  0.056
H (2.202, 3.519, 19.781)  0.083
H (2.410, 2.148, 22.929)  0.067
C (5.054, -0.636, 25.104)  -0.066
C (5.137, -0.859, 23.627)  -0.465
C (5.928, -2.092, 23.180)  -0.070
O (3.768, -1.037, 23.084)  -0.103
H (6.025, -0.340, 25.549)  0.085
H (4.689, -1.473, 25.673)  0.074
H (4.427, 0.272, 25.306)  0.089
H (5.663, -0.080, 23.064)  0.115
H (7.022, -2.065, 23.372)  0.088
H (5.796, -2.321, 22.118)  0.045
H (5.556, -3.038, 23.633)  0.086
H (3.287, -0.160, 23.142)  0.060
C (0.366, 5.198, 23.861)  -0.045
C (1.252, 4.365, 24.862)  -0.426
C (0.495, 3.104, 25.307)  -0.046
O (2.414, 3.804, 24.188)  -0.094
H (0.089, 4.606, 23.035)  0.048
H (0.854, 6.154, 23.475)  0.102
H (-0.429, 5.568, 24.454)  0.059
H (1.615, 5.025, 25.694)  0.142
H (1.058, 2.551, 26.052)  0.083
H (0.369, 2.536, 24.385)  0.077
H (-0.524, 3.313, 25.598)  0.075
H (2.704, 4.575, 23.686)  0.079

=====

Record 3
Computed, not measured: a structure of composition C24H66BeN7O9Sr at a distorted geometry, with ωB97M-V/def2-TZVPD.

Properties
Highest occupied orbital energy   -0.5887 hartree
Total charge   +3
Kohn-Sham gap   0.316 Eh
Total energy   -56029.1109 eV
Relative energy (zero: lowest compared OMol25 entry of this formula, charge and spin)   0.00 kJ/mol
LUMO energy   -7.42 eV

Last column: Löwdin charge in e.
Cartesian coordinates (Å):
Sr (-1.340, -2.071, -0.230)  1.546
Be (0.300, 3.357, 1.403)  0.113
N (-0.638, 0.694, 1.453)  -0.480
O (0.062, 1.671, 1.929)  0.014
O (-1.113, -0.200, 2.072)  0.093
O (-0.535, 0.619, 0.194)  -0.083
C (2.557, 3.509, 4.347)  -0.025
C (2.249, 4.168, 3.006)  -0.232
C (2.801, 3.669, 1.633)  -0.075
O (1.726, 3.844, 0.701)  -0.241
C (1.834, 3.565, -0.776)  0.035
N (0.665, 4.023, 2.954)  0.086
H (2.250, 2.444, 4.195)  0.103
H (1.891, 3.915, 5.098)  0.094
H (3.572, 3.470, 4.718)  0.097
H (2.485, 5.237, 3.018)  0.151
H (3.136, 2.651, 1.542)  0.118
H (3.615, 4.291, 1.203)  0.159
H (2.792, 2.946, -1.038)  0.123
H (1.933, 4.546, -1.264)  0.117
H (1.005, 2.969, -1.197)  0.087
H (0.282, 5.001, 3.108)  0.164
H (0.430, 3.308, 3.636)  0.105
C (0.035, -0.375, -4.530)  -0.020
C (-1.003, -0.626, -3.439)  -0.370
C (-1.907, -1.867, -3.525)  -0.201
O (-2.906, -1.709, -2.530)  -0.299
C (-3.970, -0.906, -3.087)  -0.049
N (-0.387, -0.669, -2.071)  -0.087
H (0.095, -1.114, -5.312)  0.085
H (1.044, -0.269, -4.117)  0.057
H (-0.167, 0.545, -5.097)  0.096
H (-1.734, 0.192, -3.479)  0.135
H (-1.293, -2.789, -3.350)  0.144
H (-2.306, -1.901, -4.554)  0.148
H (-3.747, -0.368, -4.032)  0.115
H (-4.223, -0.096, -2.408)  0.092
H (-4.829, -1.558, -3.165)  0.103
H (0.327, -1.401, -2.176)  0.079
H (0.095, 0.157, -1.794)  0.049
C (0.593, -4.659, 1.372)  -0.030
C (1.451, -3.434, 1.624)  -0.356
C (2.903, -3.776, 1.665)  -0.316
O (3.196, -4.650, 2.660)  -0.124
C (4.575, -5.045, 2.437)  -0.040
N (1.110, -2.308, 0.654)  -0.029
H (-0.451, -4.550, 1.427)  0.016
H (0.834, -5.584, 1.949)  0.127
H (0.671, -4.882, 0.335)  0.077
H (1.289, -3.043, 2.643)  0.159
H (3.475, -2.796, 1.746)  0.121
H (3.286, -4.184, 0.746)  0.108
H (5.307, -4.262, 2.621)  0.099
H (4.713, -5.347, 1.443)  0.067
H (4.723, -5.938, 3.062)  0.114
H (1.372, -1.455, 1.111)  0.059
H (1.738, -2.415, -0.143)  0.041
C (4.083, -0.526, 0.283)  -0.014
C (3.524, -0.822, -1.158)  -0.409
C (4.177, -0.092, -2.331)  -0.155
O (3.697, 1.273, -2.292)  -0.226
C (3.129, 1.766, -3.506)  -0.089
N (3.554, -2.269, -1.410)  0.054
H (5.072, -0.970, 0.275)  0.091
H (3.535, -1.151, 1.049)  0.049
H (4.063, 0.539, 0.535)  0.068
H (2.454, -0.566, -1.239)  0.099
H (3.854, -0.571, -3.247)  0.111
H (5.266, -0.097, -2.382)  0.144
H (2.167, 2.238, -3.264)  0.064
H (2.958, 0.942, -4.205)  0.076
H (3.782, 2.590, -3.934)  0.121
H (4.037, -2.414, -2.262)  0.068
H (4.006, -2.750, -0.648)  0.057
C (-3.369, -4.985, 1.277)  -0.051
C (-3.821, -4.434, -0.084)  -0.370
C (-4.450, -3.001, 0.204)  -0.104
O (-3.484, -2.310, 1.046)  -0.400
C (-3.760, -2.257, 2.432)  -0.079
N (-2.703, -4.292, -1.032)  -0.024
H (-2.477, -4.482, 1.609)  0.034
H (-2.914, -6.087, 1.195)  0.148
H (-4.165, -5.005, 1.987)  0.078
H (-4.555, -5.146, -0.512)  0.157
H (-5.389, -3.127, 0.775)  0.152
H (-4.525, -2.351, -0.666)  0.106
H (-4.316, -1.332, 2.614)  0.111
H (-2.817, -2.323, 3.011)  0.113
H (-4.380, -3.064, 2.735)  0.076
H (-3.153, -3.869, -1.842)  0.066
H (-2.380, -5.183, -1.412)  0.111
C (-1.909, 6.137, -0.572)  0.008
C (-1.634, 5.252, 0.667)  -0.383
C (-2.885, 4.995, 1.344)  -0.196
O (-3.455, 3.794, 0.806)  -0.216
C (-4.848, 3.723, 0.264)  -0.006
N (-0.810, 4.054, 0.519)  0.081
H (-2.019, 5.405, -1.444)  0.118
H (-1.100, 6.814, -0.852)  0.086
H (-2.806, 6.749, -0.321)  0.108
H (-1.051, 5.821, 1.394)  0.141
H (-3.623, 5.762, 1.209)  0.126
H (-2.828, 4.812, 2.440)  0.149
H (-5.487, 3.344, 1.036)  0.077
H (-4.792, 2.837, -0.387)  0.086
H (-5.335, 4.584, -0.137)  0.089
H (-0.480, 4.231, -0.429)  0.115
H (-1.503, 3.271, 0.478)  0.145

=====

Record 4
Computed, not measured: a structure of composition C24H66CrCsN6O10S at a distorted geometry, with ωB97M-V/def2-TZVPD.

Properties
Highest occupied orbital energy (spin up / spin down)   -0.4731 / -0.4731 hartree
Total charge   +2
Kohn-Sham gap (spin up / spin down)   0.246 / 0.150 Eh
Total energy   -95158.1615 eV
2S+1   6
LUMO energy (spin up / spin down)   -6.18 / -8.80 eV

Last column: Löwdin charge in e.
Cartesian coordinates (Å):
Cr (3.006, 1.073, 1.402)  0.940
Cs (4.535, 1.248, -2.612)  1.090
S (1.354, 1.691, -0.757)  0.236
O (1.972, 2.452, 0.333)  -0.410
O (2.042, 0.461, -0.395)  -0.443
O (-0.110, 1.612, -0.623)  -0.323
O (1.827, 2.125, -2.059)  -0.458
C (-4.146, -3.026, 0.794)  -0.026
C (-2.594, -3.023, 0.711)  -0.421
C (-1.905, -2.567, 2.040)  -0.147
O (-2.420, -1.276, 2.463)  -0.206
C (-2.124, -0.145, 1.644)  -0.108
N (-2.095, -4.344, 0.369)  0.032
H (-4.473, -1.993, 0.916)  0.066
H (-4.708, -3.632, 1.505)  0.088
H (-4.539, -3.336, -0.175)  0.075
H (-2.219, -2.342, -0.053)  0.091
H (-0.817, -2.595, 2.114)  0.110
H (-2.252, -3.132, 2.905)  0.129
H (-2.963, -0.127, 0.948)  0.067
H (-1.238, -0.198, 1.012)  0.072
H (-2.176, 0.807, 2.173)  0.063
H (-1.103, -4.394, 0.183)  0.066
H (-2.389, -4.676, -0.538)  0.069
C (-3.280, 4.944, -1.275)  -0.014
C (-2.222, 4.392, -0.362)  -0.311
C (-2.526, 3.358, 0.754)  -0.129
O (-3.537, 3.943, 1.599)  -0.175
C (-3.778, 3.198, 2.756)  -0.100
N (-1.096, 4.005, -1.186)  0.340
H (-4.038, 5.512, -0.735)  0.106
H (-3.801, 4.076, -1.679)  0.071
H (-2.926, 5.602, -2.068)  0.107
H (-1.817, 5.299, 0.086)  0.187
H (-1.666, 3.034, 1.340)  0.122
H (-3.023, 2.506, 0.289)  0.122
H (-4.232, 4.074, 3.219)  0.108
H (-2.944, 2.831, 3.354)  0.084
H (-4.555, 2.451, 2.593)  0.102
H (-0.593, 3.170, -0.920)  0.039
H (-1.376, 3.751, -2.122)  0.150
C (4.542, -2.117, 0.727)  -0.040
C (4.241, -1.904, 2.243)  -0.326
C (5.051, -2.793, 3.190)  -0.209
O (4.453, -3.083, 4.410)  -0.203
C (5.120, -4.078, 5.256)  -0.043
N (4.441, -0.415, 2.391)  -0.002
H (4.022, -1.435, 0.055)  0.054
H (4.348, -3.142, 0.409)  0.098
H (5.591, -1.906, 0.522)  0.085
H (3.176, -2.133, 2.236)  0.136
H (6.003, -2.330, 3.450)  0.134
H (5.215, -3.789, 2.778)  0.136
H (4.691, -3.969, 6.252)  0.095
H (6.177, -3.836, 5.370)  0.085
H (5.096, -5.085, 4.840)  0.093
H (5.401, -0.233, 2.133)  0.097
H (4.450, -0.253, 3.388)  0.097
C (0.182, 0.097, -6.379)  -0.045
C (1.260, 0.442, -5.356)  -0.397
C (2.540, 1.086, -5.883)  -0.243
O (3.562, 0.188, -5.922)  -0.219
C (4.688, 0.454, -6.770)  -0.079
N (0.586, 1.349, -4.417)  0.039
H (0.623, -0.437, -7.221)  0.081
H (-0.379, 0.863, -6.915)  0.086
H (-0.595, -0.510, -5.914)  0.068
H (1.640, -0.402, -4.780)  0.138
H (2.983, 1.696, -5.095)  0.064
H (2.377, 1.721, -6.753)  0.146
H (5.398, -0.351, -6.959)  0.094
H (5.259, 1.363, -6.582)  0.083
H (4.355, 0.638, -7.792)  0.091
H (1.241, 1.577, -3.683)  -0.008
H (0.054, 0.644, -3.928)  0.017
C (0.909, 2.189, 3.860)  -0.019
C (1.308, 0.666, 3.954)  -0.351
C (0.285, -0.246, 4.759)  -0.201
O (0.615, -1.569, 4.622)  -0.191
C (0.029, -2.428, 5.536)  -0.082
N (1.448, 0.090, 2.640)  0.024
H (-0.121, 2.498, 4.037)  0.074
H (1.092, 2.743, 2.939)  0.058
H (1.480, 2.709, 4.630)  0.083
H (2.244, 0.585, 4.505)  0.137
H (-0.779, -0.123, 4.554)  0.132
H (0.425, 0.229, 5.730)  0.136
H (0.249, -3.426, 5.158)  0.103
H (-1.058, -2.349, 5.573)  0.099
H (0.405, -2.310, 6.552)  0.102
H (0.510, 0.018, 2.273)  0.087
H (1.499, -0.822, 3.071)  0.073
C (-2.376, -2.079, -3.124)  -0.047
C (-2.116, -0.581, -2.941)  -0.444
C (-3.141, 0.251, -2.168)  -0.121
O (-4.466, 0.415, -2.853)  -0.190
C (-5.261, 1.607, -2.490)  -0.054
N (-0.796, -0.549, -2.461)  0.049
H (-1.602, -2.647, -3.639)  0.087
H (-3.317, -2.361, -3.596)  0.089
H (-2.503, -2.672, -2.218)  0.050
H (-2.162, -0.230, -3.972)  0.128
H (-2.767, 1.264, -2.026)  0.096
H (-3.320, -0.273, -1.229)  0.105
H (-6.182, 1.255, -2.025)  0.090
H (-5.514, 2.286, -3.304)  0.087
H (-4.628, 2.129, -1.772)  0.036
H (-0.584, -1.319, -1.842)  0.087
H (-0.651, 0.326, -1.978)  0.026